(1)
C42H43ClP2Pd | the ωB97M-V functional and the def2-TZVPD basis

```
89
Properties=species:S:1:pos:R:3:forces:R:3
C -0.066 -4.642 -5.811 -0.3 0.1 0.1
H -0.846 -0.828 0.090 -0.1 -0.1 0.0
H 0.310 2.842 5.408 -0.1 -0.1 -0.3
C -0.405 -1.477 -1.902 -0.5 -0.3 -0.1
C -0.795 -2.330 -2.954 0.8 0.1 0.1
H -2.178 -0.697 6.563 0.0 0.1 -0.4
C -2.235 0.057 5.770 1.0 -1.2 -1.1
H 0.448 -0.808 -2.043 -0.2 -0.2 0.2
H -1.196 1.368 10.797 0.1 -0.1 -0.2
H 0.310 2.776 -4.139 0.0 0.2 0.0
H 3.104 0.370 -9.657 0.0 0.2 0.4
H -2.126 -0.901 11.268 0.3 0.1 -0.4
C -0.987 0.546 10.118 0.0 0.1 -0.1
H -1.715 2.158 2.036 0.2 -0.1 0.0
C 1.415 3.962 -2.706 -0.5 0.0 -0.2
C -2.241 -2.341 -0.586 0.2 0.0 -0.1
H 0.769 2.051 3.158 -0.5 0.0 0.4
C -2.586 -3.215 -1.619 0.1 -0.1 -0.1
H -0.731 0.699 1.907 0.1 0.1 0.0
H 4.087 1.138 -2.842 -0.1 0.3 0.1
C -1.249 1.349 2.615 -0.3 -0.1 0.4
H 3.969 4.131 -7.729 -0.2 -0.6 0.1
C -0.441 -0.594 -5.141 1.4 1.8 -0.1
H 2.362 1.344 4.538 0.1 -0.7 -0.1
C 3.560 2.319 -8.837 -0.1 -0.3 0.3
P 0.179 -2.173 -4.491 -1.5 -0.1 -0.6
C -0.683 -5.625 -6.595 -0.3 0.4 0.0
H 0.034 1.416 -5.746 0.0 -0.5 0.3
C 0.087 -0.279 8.052 1.6 0.3 -1.9
C 3.287 2.527 -6.427 0.0 0.2 -0.1
H -1.782 3.447 6.130 -0.1 -0.4 -0.4
H -3.215 1.211 3.536 0.2 -0.3 0.0
C -0.236 1.924 3.585 0.1 0.0 -0.4
H 1.643 0.779 7.032 -0.4 -0.2 -0.5
H 0.651 4.749 -2.678 0.4 -0.3 0.1
C 1.209 2.861 -3.548 0.7 0.1 0.5
H -0.236 -6.615 -6.687 -0.1 0.3 0.0
H -1.908 -1.397 4.247 -0.1 0.5 0.3
C -2.512 1.428 6.218 -0.5 1.2 0.5
H 1.578 -1.012 6.717 -0.4 0.2 -0.1
C 2.201 1.877 -3.614 0.4 -0.6 0.6
H -2.303 -2.113 -6.287 -0.1 0.0 0.0
C -0.658 -3.370 -5.636 0.6 -0.6 -0.4
H 0.879 -4.865 -5.317 -0.2 0.0 -0.1
C -1.138 -1.488 -0.720 0.0 -0.1 -0.3
H 3.376 3.148 -5.540 -0.1 -0.1 -0.1
H -0.254 -2.362 7.654 0.0 -0.1 0.0
H 2.025 0.090 3.206 0.6 0.2 0.2
H 2.703 4.912 -1.261 -0.1 -0.2 -0.2
C 3.526 3.035 -1.951 -0.5 0.1 -0.3
C -0.248 0.766 8.965 -0.5 0.5 0.5
H -2.821 -2.328 0.336 0.1 -0.1 -0.2
H -2.093 -3.934 -3.605 0.0 0.2 0.2
C -1.863 2.607 5.412 -0.9 0.5 0.3
C -1.887 -5.339 -7.260 0.3 0.0 0.2
H -2.586 2.939 4.647 0.4 -0.1 0.2
H 3.827 2.754 -9.809 -0.1 -0.2 0.5
C 3.636 3.085 -7.671 -0.1 -0.2 0.2
C 0.989 -0.094 6.898 -0.1 -0.3 3.9
C -1.846 -3.240 -2.804 0.0 0.2 0.3
C 3.349 1.941 -2.794 -0.5 0.3 -0.3
C -1.263 -1.749 9.463 0.4 -0.9 -1.1
C -2.013 -0.318 4.474 -1.2 -0.7 0.3
C -0.466 -1.547 8.333 -1.0 -0.5 1.3
C 3.147 0.979 -8.749 -0.1 0.2 0.3
H -2.376 -6.107 -7.872 0.3 0.4 0.3
H -3.387 -3.829 -7.671 0.5 -0.1 0.3
C -0.512 2.442 4.807 0.5 -0.4 0.1
P 2.109 0.441 -4.737 -0.1 1.4 -1.5
H -2.786 -0.142 2.497 0.0 0.2 0.3
C 2.798 1.212 -6.327 0.4 -0.5 -0.3
C 0.374 0.492 -5.252 -1.5 -1.6 -0.2
H -1.488 -0.552 -5.448 0.3 0.1 0.1
H -2.216 1.543 7.282 -0.3 -0.2 -0.6
C 2.558 4.052 -1.918 0.3 -0.3 0.1
C 2.779 0.437 -7.508 -0.1 0.1 -0.2
Cl 0.209 2.378 8.574 0.1 0.0 0.1
C -1.841 -3.087 -6.346 0.1 -0.4 0.0
Pd 0.332 -0.212 4.795 -2.8 0.7 0.2
H 2.718 -0.473 4.821 0.4 0.5 -0.5
C -1.515 -0.726 10.379 0.2 0.5 -0.1
H -1.705 -2.735 9.630 0.2 0.3 0.0
H -3.434 -3.891 -1.513 0.2 0.2 0.0
H -3.620 1.600 6.175 0.8 -0.2 0.2
C -2.392 0.531 3.275 0.0 0.3 -0.4
C -2.454 -4.068 -7.141 0.1 0.2 0.1
H 4.410 3.093 -1.333 0.0 0.1 0.0
C 2.144 0.294 4.283 1.7 -0.1 -0.7
H 2.444 -0.600 -7.468 0.1 0.2 0.0
```
Forces are in eV/Å.

As for the expectation value of S²: 6.045. As for the gap between HOMO and LUMO (spin up / spin down): 7.45 / 4.48 eV. Its total charge is +2. For the LUMO energy (spin up / spin down), the calculation gives -4.03 / -8.28 eV. For the molar mass, the calculation gives 751.63 g mol⁻¹. The highest occupied orbital energy (spin up / spin down) comes out at -11.5 / -12.8 eV. Its spin multiplicity is 5.

=====

(2)
C7H13NO2 | the ωB97M-V functional and the def2-TZVPD basis

```
23
Properties=species:S:1:pos:R:3:forces:R:3
O 2.621 -1.749 0.845 0.4 0.5 -1.1
H -0.380 0.335 -2.102 -0.3 -0.2 0.9
H 3.639 -0.490 -2.275 1.3 -0.4 -1.0
H -0.870 1.751 -1.507 -0.2 1.6 0.3
H 0.564 -0.956 1.276 -1.3 2.6 0.7
N 3.428 -0.875 0.818 0.0 -0.9 2.4
O 3.624 -0.194 -0.293 1.5 0.2 0.7
C -1.483 -0.164 1.728 -1.0 -1.0 -0.2
H -2.902 0.606 -1.405 0.2 0.5 0.2
H -1.768 -1.259 1.813 0.7 0.9 -0.8
C -2.383 0.564 0.735 0.5 1.4 0.1
C 0.288 0.626 -0.085 -2.4 -0.3 0.5
H -2.095 1.678 0.875 -1.0 -1.5 -0.3
C -2.131 0.204 -0.742 0.5 -0.4 0.6
C -0.050 0.115 1.262 2.8 -3.8 -0.5
H -1.679 0.097 2.799 0.4 0.6 -0.9
C 2.978 -0.481 -1.465 -3.7 0.8 -1.0
H 2.347 0.409 -1.586 -0.1 -0.1 -0.5
H -2.254 -0.887 -0.922 0.6 0.4 0.4
C -0.732 0.776 -1.111 0.4 -1.5 -2.9
H 2.234 -1.293 -1.480 0.8 -0.1 0.4
H -3.409 0.362 0.946 -0.9 0.3 0.4
H 0.413 0.826 1.876 0.9 0.5 1.8
```
Forces are in eV/Å.

As for the expectation value of S²: 2.007. As for the gap between HOMO and LUMO (spin up / spin down): 7.96 / 9.92 eV. For the LUMO energy (spin up / spin down), the calculation gives 0.78 / -0.31 eV. For the molar mass, the calculation gives 143.19 g mol⁻¹. The relative energy (zero: lowest compared OMol25 entry of this formula, charge and spin) is 59.77 kcal/mol. The highest occupied orbital energy (spin up / spin down) comes out at -7.2 / -10.2 eV. Its spin multiplicity is 3.

=====

(3)
C5H7NO | the ωB97M-V functional and the def2-TZVPD basis

```
14
Properties=species:S:1:pos:R:3:forces:R:3
H -1.480 0.665 1.891 0.2 0.0 -0.2
H 1.661 -0.863 -1.478 0.0 0.1 0.0
H 1.299 2.033 -0.967 0.0 -0.1 0.0
H 0.670 -1.274 1.444 -0.1 -0.2 -0.2
H 2.266 0.864 0.067 -0.1 0.1 -0.1
C 0.274 0.116 -0.378 -0.1 0.1 0.3
C -0.054 -0.888 0.716 0.3 -0.1 0.2
C -1.322 -0.089 1.111 -0.3 -0.4 0.3
C 1.422 1.017 -0.605 0.2 0.4 0.1
H -1.960 -0.992 1.076 -0.9 1.1 1.2
O -0.786 -1.783 -0.070 0.5 0.5 -1.3
C -1.188 0.324 -0.310 -0.1 -0.6 -0.3
N 1.072 -0.039 -1.557 0.1 -0.2 0.0
H -1.875 0.908 -0.940 0.2 -0.5 0.0
```
Forces are in eV/Å.

As for the gap between HOMO and LUMO (spin up / spin down): 8.27 / 8.11 eV. For the LUMO energy (spin up / spin down), the calculation gives -0.80 / -0.87 eV. For the molar mass, the calculation gives 97.12 g mol⁻¹. The relative energy (zero: lowest compared OMol25 entry of this formula, charge and spin) is 153.13 kcal/mol. The highest occupied orbital energy (spin up / spin down) comes out at -9.1 / -9.0 eV.

=====

(4)
C37H23Br2N5O6PbS | the ωB97M-V functional and the def2-TZVPD basis

```
75
Properties=species:S:1:pos:R:3:forces:R:3
C 2.939 -0.863 -5.574 0.1 0.0 -0.2
H 1.304 -4.720 -4.468 0.0 0.0 0.0
H -0.057 -4.989 2.385 0.0 0.0 0.0
C 2.008 5.176 -2.786 -0.1 0.0 -0.1
N 2.296 -0.793 -1.188 0.1 0.1 0.1
O 1.920 0.615 1.671 0.0 0.0 -0.4
O -2.126 0.423 -1.757 0.1 0.0 -0.3
H 5.551 -0.296 -1.726 0.0 0.0 0.0
H 2.386 6.192 -2.769 0.0 0.0 0.0
N 3.539 -3.698 -4.962 0.4 -0.3 -0.2
N 4.253 -2.942 -5.647 0.2 -0.6 -0.2
C -4.271 1.181 -2.194 -0.2 -0.2 0.2
C -0.768 -1.333 3.049 0.0 -0.2 -0.2
H 0.465 2.954 -4.811 0.0 0.0 0.0
C -0.101 -2.982 1.632 0.0 -0.1 0.0
C 2.724 -3.248 -3.923 -0.7 0.1 0.5
H 1.343 5.267 -4.804 0.0 0.0 0.0
Br 4.001 3.120 -5.974 0.1 -0.2 0.0
C -6.604 1.630 -2.348 -0.1 0.1 0.0
C 0.934 3.343 -3.917 -0.1 -0.1 0.1
N 1.689 2.281 -0.517 0.4 0.1 0.1
C 1.498 -3.890 -3.799 0.5 0.2 -0.2
H -0.650 -5.312 4.616 0.0 -0.1 -0.1
C 2.848 4.019 0.641 0.0 0.2 0.0
H -6.014 -0.890 -0.129 0.0 0.0 0.0
C 5.295 0.580 -5.880 0.0 0.2 0.0
S -3.026 -0.602 -0.801 -0.2 -0.1 0.0
H -0.455 -3.931 -2.901 0.0 0.0 0.0
C 0.512 -3.444 -2.934 -0.2 0.2 0.2
H 5.165 -2.069 -3.402 0.0 0.0 0.0
Pb 0.378 0.139 0.002 -0.4 0.0 0.2
C 4.070 1.225 -5.834 0.1 0.1 0.0
H 3.330 4.299 1.566 0.0 0.0 0.0
H 0.219 -3.237 0.629 0.0 0.0 0.0
C 1.611 3.071 -1.622 0.1 0.3 0.0
H -7.860 0.413 -1.107 0.0 0.0 0.0
H 0.638 1.549 -2.794 0.0 0.0 0.0
O -2.295 2.073 -3.257 0.0 0.0 0.0
C 1.023 2.562 -2.800 -0.1 0.0 0.0
H 1.941 1.031 -5.679 0.0 0.0 0.0
C 3.048 -2.220 -2.988 -0.1 -0.2 0.2
H 3.138 5.861 -0.398 0.0 0.0 0.0
C -5.812 -0.115 -0.856 0.0 0.0 0.1
H 2.020 -1.426 -5.465 0.0 0.1 0.0
O -0.195 -1.863 -1.327 0.2 0.1 0.3
Br -1.172 0.495 3.297 0.0 0.1 0.1
C -4.515 0.173 -1.265 0.1 0.2 -0.1
C 3.504 -0.284 -1.077 -0.1 0.0 0.1
C -0.263 -3.949 2.602 0.0 -0.1 0.1
C 2.301 2.722 0.558 -0.1 -0.1 -0.1
H -1.309 -1.876 5.063 0.0 0.0 0.0
C 4.568 -0.720 -1.872 0.1 -0.1 -0.1
H 6.282 -1.325 -5.832 0.0 0.0 -0.1
C -0.964 -2.210 4.095 0.0 -0.1 0.2
C -6.842 0.624 -1.408 0.0 -0.1 0.0
H 6.205 1.149 -6.008 0.0 0.0 0.0
C 5.336 -0.800 -5.786 -0.2 -0.3 0.1
C -5.314 1.915 -2.748 0.1 0.0 0.0
N -0.342 -1.688 1.847 0.0 0.1 0.1
O 3.104 2.203 2.710 -0.1 0.0 -0.1
C 2.890 0.513 -5.696 0.0 0.0 0.0
O -0.880 -4.416 4.882 -0.1 0.0 0.2
C 4.343 -1.688 -2.815 0.0 0.1 0.3
C 2.742 4.853 -0.433 0.0 -0.1 0.1
C 2.457 1.779 1.766 0.1 0.0 0.2
C 4.164 -1.538 -5.608 -0.2 0.9 -0.2
H 3.645 0.467 -0.311 0.0 0.0 0.0
C 0.713 -2.336 -2.097 -0.2 -0.2 -0.2
C 1.428 4.662 -3.911 0.0 0.1 0.1
C -0.696 -3.556 3.867 0.1 0.2 -0.3
C 2.046 -1.761 -2.101 0.2 -0.2 -0.3
C -2.852 1.327 -2.505 0.1 0.1 -0.1
H -5.088 2.683 -3.475 0.0 0.0 0.0
C 2.122 4.393 -1.617 -0.1 -0.2 0.0
H -7.439 2.180 -2.759 0.0 0.0 0.0
```
Forces are in eV/Å.

As for the gap between HOMO and LUMO: 6.99 eV. For the LUMO energy, the calculation gives -0.22 eV. For the molar mass, the calculation gives 1032.69 g mol⁻¹. The relative energy (zero: lowest compared OMol25 entry of this formula, charge and spin) is 3.95 kcal/mol. The highest occupied orbital energy comes out at -7.2 eV.

=====

(5)
H34O17 | the ωB97M-V functional and the def2-TZVPD basis

```
51
Properties=species:S:1:pos:R:3:forces:R:3
H -0.250 1.513 -4.571 -1.1 0.6 0.3
H 2.837 -0.364 -1.716 1.3 -0.2 0.7
H 2.777 -0.022 -0.354 -2.5 0.8 3.1
O -0.607 1.725 2.799 -0.4 1.6 0.8
H -1.343 -0.990 3.917 -0.4 0.1 -1.3
O 1.270 4.403 0.410 0.5 0.3 0.5
O -4.295 -1.161 2.746 1.7 -0.3 -1.3
H 0.392 1.936 2.913 -2.1 0.2 0.0
O 0.152 2.154 -1.656 -4.1 -1.7 -4.8
O 1.798 -1.658 2.586 4.2 2.1 0.3
O -1.625 -4.565 1.996 -6.1 0.0 3.0
O -2.650 4.258 -0.295 -0.9 -0.5 0.3
O 0.020 -1.335 -1.940 0.1 -0.7 -2.3
O 0.341 -3.810 -1.050 -2.6 0.9 1.3
H -3.392 3.627 0.011 2.5 1.4 -0.3
H -0.210 1.221 -1.946 1.1 2.8 0.5
H -3.887 -0.799 1.899 -1.5 -0.3 1.9
O 5.846 0.658 -0.964 4.4 1.2 -2.7
H -2.649 2.123 1.363 4.8 1.1 3.0
H 0.934 -1.435 2.463 -4.1 0.1 -0.4
H 2.502 1.176 2.698 -0.1 0.4 0.2
H -5.130 -0.789 2.993 -0.6 0.7 -0.6
O 2.548 -2.175 -1.186 -2.2 -1.3 -7.1
H 5.764 0.325 -1.882 -0.4 0.2 1.3
H 1.277 5.283 0.858 0.3 -1.1 -0.5
H 0.357 -1.769 -2.787 0.2 0.9 1.7
H 5.120 0.444 -0.476 -3.3 -1.2 1.3
O -1.528 -1.095 2.954 1.3 -2.4 1.6
H -0.898 -1.507 -2.172 -0.8 0.5 0.4
H 2.714 -2.274 -0.338 1.2 -0.8 6.2
H 2.025 -2.552 2.625 -0.3 -2.0 0.1
O -3.287 1.924 0.794 -6.4 -1.5 -0.4
H 1.805 -2.737 -1.432 0.2 -0.4 0.4
H 2.375 2.551 1.887 -0.8 -1.7 3.7
H -3.140 -1.015 -4.379 -0.4 1.2 -0.3
O -0.244 0.846 -3.872 -2.5 1.0 -0.9
H -2.305 -2.195 -4.859 -0.6 0.3 0.7
O 3.434 -0.213 -0.943 1.7 1.6 -3.0
O -2.855 -1.870 -4.112 1.1 -1.6 -0.3
H -0.433 -4.370 -1.320 1.1 0.7 0.4
H -1.766 -0.268 2.618 -0.3 2.2 -0.4
H 2.188 4.062 0.381 -0.7 0.8 -0.1
H -0.102 -2.996 -0.571 1.3 -2.3 -1.5
H 0.588 0.566 -4.107 3.4 -1.9 0.1
O 2.201 2.094 2.848 0.7 1.1 -3.8
H -2.404 -4.450 1.416 1.3 0.0 0.2
H -1.746 3.955 -0.044 -1.3 -0.2 -0.2
H -0.841 -4.578 1.605 4.9 0.0 -3.3
H -3.071 1.758 -0.077 1.6 -0.5 -2.4
H 0.631 1.965 -0.942 3.1 -0.9 4.7
H -1.236 2.424 3.211 2.4 -1.6 -0.8
```
Forces are in eV/Å.

As for the gap between HOMO and LUMO: 9.81 eV. For the LUMO energy, the calculation gives -0.37 eV. For the molar mass, the calculation gives 306.25 g mol⁻¹. The relative energy (zero: lowest compared OMol25 entry of this formula, charge and spin) is 164.00 kcal/mol. The highest occupied orbital energy comes out at -10.2 eV.

=====

(6)
C5H8O | the ωB97M-V functional and the def2-TZVPD basis

```
14
Properties=species:S:1:pos:R:3:forces:R:3
H -2.920 1.084 0.333 0.1 0.0 -0.1
H 2.011 0.591 1.118 0.1 -0.1 -0.2
H -2.852 -0.105 -1.001 0.1 0.1 0.1
C -0.382 -0.779 -0.443 -0.1 -0.4 0.1
C 1.217 0.084 -0.786 -0.2 0.1 -0.4
C 0.342 0.234 -1.676 0.5 -0.1 0.4
H 3.142 0.636 -0.253 -0.1 -0.1 0.1
H 0.201 -1.401 0.248 0.0 0.1 -0.1
C -2.269 0.606 -0.400 -0.3 0.1 -0.1
O -1.264 -0.063 0.337 0.1 0.0 0.0
H -1.832 1.354 -1.071 -0.1 -0.1 0.1
C 2.309 0.084 0.194 0.0 0.0 0.0
H -0.867 -1.468 -1.143 0.1 0.1 0.1
H 2.656 -0.929 0.430 -0.1 0.2 -0.1
```
Forces are in eV/Å.

As for the gap between HOMO and LUMO: 10.60 eV. For the LUMO energy, the calculation gives 0.93 eV. For the molar mass, the calculation gives 84.12 g mol⁻¹. The relative energy (zero: lowest compared OMol25 entry of this formula, charge and spin) is 107.81 kcal/mol. The highest occupied orbital energy comes out at -9.7 eV.